16
Properties=species:S:1:pos:R:3:forces:R:3:lowdin_charge:R:1 method="wB97M-V/def2-TZVPD" total_charge=+1 max_force_ev_per_a=4.77 homo_energy_ev=-13.74 e_lumo_ha=-0.15182 gap_ev=9.61 relative_energy_kj_mol=139.36 smiles="[NH2+]=C1CC=C[C@@H](Br)N1"
N 1.221 -1.721 0.861 -1.4 2.1 -0.9 0.279
C 0.490 -0.722 0.411 2.9 -0.1 -0.3 -0.304
C 1.052 0.226 -0.614 0.7 -0.6 -0.9 -0.094
C 0.424 1.581 -0.483 0.0 0.1 -0.4 -0.068
C -0.874 1.619 -0.217 -0.5 0.1 1.9 -0.096
C -1.504 0.271 0.020 -3.5 1.8 -2.7 -0.549
Br -1.927 -0.501 -1.887 0.2 0.0 0.7 0.652
N -0.742 -0.574 0.755 0.6 -1.5 1.4 0.093
H 2.115 -1.747 0.510 2.5 -0.5 -0.4 0.113
H 0.917 -2.314 1.560 -0.5 -1.6 1.5 0.122
H 0.685 -0.347 -1.518 0.4 0.9 0.1 0.115
H 2.181 0.352 -0.722 -1.5 -0.8 0.6 0.165
H 1.101 2.421 -0.630 -0.5 0.0 0.2 0.128
H -1.472 2.442 0.236 0.7 -0.3 -1.2 0.144
H -2.563 0.261 0.311 0.8 0.4 0.5 0.107
H -1.104 -1.247 1.407 -0.7 -0.1 0.0 0.192